{
  "formula": "C29H26AuFIN3O11S2",
  "method": "ωB97M-V/def2-TZVPD",
  "relative_energy_kj_mol": 108.1,
  "e_tot_ev": -93662.8274,
  "e_lumo_ev": [-2.02, -3.20],
  "multiplicity": 3,
  "s_squared": 2.015,
  "species": ["Au", "C", "C", "N", "C", "C", "C", "O", "O", "C", "O", "C", "C", "C", "F", "C", "C", "C", "N", "C", "C", "N", "C", "C", "H", "H", "H", "H", "H", "H", "H", "H", "H", "H", "H", "H", "H", "H", "H", "H", "H", "H", "O", "S", "O", "O", "C", "C", "C", "C", "C", "C", "S", "O", "O", "O", "H", "H", "H", "H", "I", "C", "C", "C", "C", "C", "C", "C", "O", "O", "H", "H", "H", "H"],
  "xyz": [[0.89733, 3.37805, 0.14739], [-1.20153, -3.07009, 3.58950], [-2.27962, -1.99309, 3.50584], [-1.95256, -0.98428, 2.50409], [-1.21014, 0.07674, 2.89576], [-0.79340, 1.09734, 2.10285], [0.01101, 2.18701, 2.82599], [0.08587, 2.06903, 4.04018], [0.53634, 3.14737, 2.16371], [-1.16658, 1.09224, 0.71840], [-0.92785, 1.97316, -0.12113], [-1.92411, -0.09012, 0.29106], [-2.29642, -0.17692, -1.05304], [-2.96624, -1.27197, -1.50764], [-3.33724, -1.32682, -2.80723], [-3.28867, -2.34683, -0.66446], [-2.97439, -2.23034, 0.67780], [-2.29947, -1.10924, 1.17713], [-3.88418, -3.49220, -1.19605], [-3.47810, -4.00741, -2.49436], [-3.16009, -5.50982, -2.36931], [-2.71215, -5.73074, -0.96491], [-3.86782, -5.64761, -0.02709], [-4.68931, -4.39283, -0.42254], [-1.45596, -3.80375, 4.35414], [-0.25117, -2.61146, 3.86069], [-1.07817, -3.58087, 2.63356], [-2.35621, -1.49064, 4.46862], [-3.25510, -2.42349, 3.28235], [-0.94892, 0.12904, 3.94581], [-2.04430, 0.64186, -1.71421], [-3.23166, -3.04223, 1.34321], [-2.57944, -3.48413, -2.81175], [-4.24565, -3.84461, -3.25648], [-2.36911, -5.78831, -3.06215], [-4.03139, -6.13508, -2.55823], [-2.05586, -4.96216, -0.74135], [-2.20044, -6.60500, -0.85105], [-3.48061, -5.58826, 0.98881], [-4.46703, -6.55266, -0.11969], [-5.07313, -3.89403, 0.46404], [-5.54953, -4.69792, -1.02681], [3.41127, 2.49498, -2.54918], [2.59920, 3.69375, -2.60238], [2.44830, 4.23548, -3.92023], [1.28059, 3.48894, -1.90501], [3.49374, 4.95603, -1.66472], [4.86404, 4.76547, -1.53405], [5.61089, 5.73301, -0.88444], [5.00227, 6.86258, -0.35542], [3.63346, 7.04851, -0.48019], [2.89341, 6.08969, -1.15902], [1.09902, 6.43083, -1.28299], [0.97298, 7.83424, -0.97053], [0.68067, 6.05950, -2.59854], [0.54488, 5.61257, -0.15907], [5.30344, 3.85577, -1.91591], [6.67912, 5.59398, -0.78130], [5.59154, 7.61427, 0.15359], [3.12854, 7.91936, -0.09191], [1.81823, -4.04125, -0.31985], [2.24617, -1.98872, -0.00376], [2.90638, -1.64394, 1.15892], [3.33684, -0.33321, 1.29436], [3.08864, 0.60046, 0.29307], [2.37753, 0.23136, -0.84567], [1.95336, -1.08525, -1.00388], [3.78491, 1.96475, 0.41477], [4.98649, 1.89213, 0.58320], [3.12481, 3.07108, 0.37633], [3.12994, -2.38040, 1.91830], [3.90652, -0.04271, 2.16672], [2.21620, 0.94645, -1.63661], [1.43965, -1.38668, -1.90605]],
  "atomic_forces_ev_per_a": [[0.4016, 0.2155, -0.5740], [-0.1407, 0.0820, -0.0019], [0.2354, -0.3376, 0.0727], [-0.0361, 0.1362, 0.1279], [-0.0521, 0.1006, 0.0033], [0.2878, 0.3119, -0.1189], [-0.3362, -0.4417, 0.2644], [0.0939, 0.1144, -0.1040], [0.1400, 0.3075, -0.0697], [-0.0796, -0.0669, 0.1472], [-0.0319, -0.2272, -0.0190], [-0.2030, -0.0805, -0.0773], [0.0455, -0.0865, 0.0323], [0.0812, 0.1491, -0.0341], [-0.0811, -0.0772, 0.0348], [0.2094, 0.2357, 0.0321], [-0.0491, -0.2935, 0.1167], [0.1305, 0.2216, -0.2618], [-0.1224, -0.0739, -0.2546], [-0.0681, 0.1145, 0.0674], [-0.1709, 0.2614, -0.4745], [0.5058, 0.1970, 0.0659], [-0.4502, 0.1953, 0.3624], [0.0287, -0.0590, -0.1042], [-0.0068, -0.0255, 0.0012], [0.0520, -0.0557, -0.0455], [0.0658, -0.0102, -0.0215], [-0.1051, 0.0704, -0.0674], [-0.0398, 0.1008, 0.0362], [0.0137, -0.0166, 0.0019], [0.0103, -0.0029, -0.0350], [0.0594, -0.0425, 0.0286], [-0.0124, 0.0107, -0.0303], [0.0724, -0.1057, -0.0342], [0.0316, -0.0966, 0.1051], [0.0562, -0.0865, 0.1556], [-0.1161, -0.2861, 0.0463], [-0.0367, -0.0192, -0.0175], [0.1111, -0.0002, -0.0481], [0.1615, -0.0611, -0.0695], [-0.0138, -0.0387, -0.0116], [-0.0093, -0.0199, 0.0818], [-0.0949, -0.1034, 0.3861], [1.3547, 0.4276, -0.6251], [-0.4681, -0.1136, 0.0620], [-0.4918, -0.2911, 0.1718], [-0.1382, -0.7375, -0.3921], [-0.2192, 0.2122, 0.0823], [0.1499, -0.0859, -0.0199], [-0.0917, 0.1728, 0.0434], [0.3243, -0.3145, -0.1883], [-1.2238, 0.5045, 0.2626], [2.2093, 1.1237, -1.6693], [-0.4264, -0.2342, 0.5731], [-0.4278, -0.1874, 0.2746], [-0.5239, -0.9730, 1.3164], [0.0604, 0.0152, 0.0030], [0.0121, 0.0130, 0.0347], [0.0569, -0.0340, 0.0162], [0.0333, 0.0387, 0.0292], [-0.2231, 0.1391, 0.0473], [-0.2167, -0.5798, -0.1528], [0.1422, 0.1765, 0.0571], [-0.0211, 0.0025, 0.0836], [-0.2214, 0.7063, -0.1662], [-0.1227, -0.0733, 0.1731], [0.0463, 0.2072, 0.0628], [-0.0778, -1.8327, 0.0708], [0.0025, 0.7992, 0.0410], [-0.0621, 0.6489, 0.1952], [-0.0149, 0.0115, -0.0013], [0.0111, 0.0404, 0.0012], [0.0022, 0.1292, -0.0669], [0.0278, -0.0208, -0.0147]],
  "lowdin_charge": [1.293, -0.057, -0.184, -0.029, 0.035, -0.012, -0.582, 0.046, -0.109, -0.299, -0.029, -0.044, 0.103, -0.192, 0.072, -0.156, 0.053, -0.123, -0.108, -0.113, -0.075, 0.062, -0.078, -0.120, 0.079, 0.085, 0.060, 0.128, 0.111, 0.147, 0.150, 0.094, 0.133, 0.139, 0.140, 0.136, 0.175, 0.188, 0.129, 0.135, 0.135, 0.135, -0.320, 0.506, -0.268, -0.448, -0.248, -0.055, -0.063, -0.066, -0.049, -0.221, 0.500, -0.285, -0.279, -0.337, 0.116, 0.106, 0.103, 0.108, 0.747, -0.714, -0.156, -0.010, -0.109, -0.010, -0.143, -0.567, 0.114, -0.006, 0.090, 0.128, 0.088, 0.094]
}